1.
Entry from the OMol25 dataset: a 2-piece molecular cluster, C11H13INOP overall in a non-equilibrium geometry (ωB97M-V/def2-TZVPD).

Atoms and positions in Å:
1 C -3.844 0.067 2.015
2 C -3.687 -0.395 0.674
3 C -2.807 0.343 2.854
4 C -2.339 -0.577 0.226
5 C -1.551 0.196 2.382
6 C -1.260 -0.289 1.116
7 C 4.121 0.663 -2.544
8 C 3.015 -0.049 -2.539
9 C 1.458 -1.886 -1.434
10 C 2.357 -0.628 -1.366
11 C 0.876 -0.549 -1.055
12 N 0.399 2.358 0.302
13 O 1.377 -0.516 1.751
14 P 0.427 -0.163 0.670
15 I 0.161 3.057 2.254
16 H -4.961 0.131 2.279
17 H -4.590 -0.345 0.052
18 H -2.987 0.388 3.948
19 H -2.075 -1.103 -0.680
20 H -0.660 0.452 3.043
21 H 4.544 1.280 -3.463
22 H 4.634 0.872 -1.657
23 H 2.282 -0.050 -3.446
24 H 1.200 -2.284 -2.485
25 H 1.525 -2.532 -0.559
26 H 2.756 -0.791 -0.372
27 H 0.131 -0.090 -1.790
28 H -0.504 2.440 -0.177

Summary:
- 2S+1 = 3
- E_HOMO (alpha / beta) (eV) = -6.02 / -9.38
- expectation value of S² = 2.0215
- gap between HOMO and LUMO (alpha / beta) (eV) = 5.547 / 7.112
- energy relative to the best compared isomer or geometry (same formula, charge and spin) (kcal per mole) = 0.0

2.
Entry from the OMol25 dataset: C11H13N4O5Sc as an isolated structure in a non-equilibrium geometry (ωB97M-V/def2-TZVPD).

Atoms and positions in Å:
1 O 1.030 1.532 -3.865
2 C 1.274 0.842 -2.938
3 Sc 0.184 0.400 -0.261
4 O -1.567 1.920 -2.867
5 C -0.991 1.423 -1.988
6 C -1.747 -0.181 1.006
7 O -2.657 -0.512 1.664
8 C 1.159 -1.416 0.659
9 O 1.897 -2.254 0.974
10 C -0.691 -1.380 -1.268
11 O -0.986 -2.347 -1.816
12 H 1.463 -0.279 -1.401
13 C 0.088 3.001 1.301
14 N 0.928 1.738 1.319
15 C 0.986 1.291 2.772
16 N 1.571 2.349 3.657
17 C 0.763 3.587 3.554
18 N 0.672 4.066 2.153
19 C 2.054 4.361 1.688
20 N 2.917 3.140 1.753
21 C 2.330 2.075 0.905
22 C 2.939 2.683 3.175
23 H -0.918 2.749 1.675
24 H 0.006 3.373 0.264
25 H 1.605 0.382 2.837
26 H -0.040 1.060 3.104
27 H 1.230 4.374 4.168
28 H -0.253 3.377 3.921
29 H 2.021 4.714 0.644
30 H 2.502 5.133 2.336
31 H 2.944 1.166 0.996
32 H 2.332 2.408 -0.148
33 H 3.355 3.499 3.790
34 H 3.580 1.789 3.247

Summary:
- E_HOMO (eV) = -15.46
- total charge = +2
- gap between HOMO and LUMO (eV) = 5.776
- energy relative to the best compared isomer or geometry (same formula, charge and spin) (kcal per mole) = 19.3